{
  "formula": "C5H7ClOS",
  "method": "the ωB97M-V functional and the def2-TZVPD basis",
  "elements": ["C", "C", "C", "C", "C", "H", "H", "H", "H", "H", "H", "H", "O", "S", "Cl"],
  "positions_angstrom": [[-1.657, -1.925, 0.193], [-1.294, -0.474, 0.105], [-0.051, 0.104, 0.025], [0.363, 1.617, -0.286], [1.005, -0.850, 0.064], [-2.513, -2.312, -0.406], [-2.031, -2.070, 1.315], [-0.873, -2.647, 0.110], [0.502, 1.690, -1.611], [-0.599, 2.335, 0.022], [2.484, 1.786, -0.187], [0.865, -1.951, 0.441], [1.545, 1.864, 0.694], [2.730, -0.769, -0.212], [-2.592, 0.571, -0.144]],
  "forces_ev_per_angstrom": [[-1.8, -0.6, 3.1], [1.4, 0.4, -1.2], [0.2, 0.2, -0.8], [-1.5, -0.2, 0.3], [4.5, -2.8, 0.9], [0.6, 1.0, 0.1], [0.6, 0.2, -2.1], [0.6, 0.0, -0.3], [0.1, 0.0, 4.3], [2.9, -1.7, -0.9], [-4.0, 0.0, 4.4], [-0.5, 2.5, -0.8], [1.6, 0.1, -7.1], [-3.3, 0.5, 0.0], [-1.3, 0.5, 0.0]],
  "de_lowest_kcal_mol": 111.8,
  "total_energy_ev": -30698.529,
  "homo_energy_ev": -8.4642,
  "total_charge": 0
}